# C3H9N2O

The ion C3H9N2O with charge +1 (ωB97M-V/def2-TZVPD, the OMol25 dataset).

Output
E_HOMO	-0.517	hartree
electronic energy	-304.09596	Eh
energy relative to the best compared isomer or geometry (same formula, charge and spin)	405.4	kJ/mol
structure (SMILES)	C=[N+]([O-])CC[NH3+]
net charge	+1
Kohn-Sham gap	10.7	eV

Element x y z (Å)
1 O 0.98 1.43 -0.15
2 N -1.55 1.03 0.25
3 N 1.40 0.21 0.05
4 C 0.29 -0.71 0.52
5 C -1.10 -0.22 -0.29
6 C 2.60 -0.17 -0.12
7 H -0.89 0.02 -1.32
8 H 0.54 -1.74 0.62
9 H 0.09 -0.32 1.50
10 H -2.11 1.63 -0.45
11 H -1.93 0.97 1.22
12 H 2.73 -1.26 -0.12
13 H -0.50 1.63 0.19
14 H 3.38 0.54 -0.63
15 H -1.86 -0.90 -0.25

natural (NBO) atomic charge list, values in e, 4 entries: -0.57, -0.77, 0.08, -0.24